DFT (the ωB97M-V functional and the def2-TZVPD basis) results for one molecule with the formula C7H15N in a non-equilibrium geometry.

Charge: 0
Kohn-Sham gap, eV: 8.6
Energy above the lowest of the compared OMol25 structures with the same formula, charge and spin, kcal/mol: 52.35
Energy, eV: -8990.220
M, g/mol: 113.204
LUMO energy, eV: 1.0
SMILES: CCC/C(C)=C(/C)N

Last column: natural (NBO) charge in e.
Cartesian coordinates (Å):
C (-1.664, -0.709, -2.662)  -0.627
C (-1.276, -0.084, -1.368)  -0.406
C (0.290, -0.113, -1.128)  -0.416
C (0.549, 0.444, 0.257)  -0.103
C (0.972, 1.863, 0.316)  -0.660
C (0.419, -0.332, 1.373)  0.196
C (0.963, 0.111, 2.760)  -0.664
N (0.073, -1.680, 1.472)  -0.850
H (-2.030, -0.018, -3.392)  0.221
H (-0.685, -0.860, -3.350)  0.195
H (-2.207, -1.659, -2.478)  0.217
H (-1.754, -0.677, -0.542)  0.206
H (-1.528, 0.981, -1.297)  0.206
H (1.068, 0.225, -1.909)  0.223
H (0.667, -1.184, -1.067)  0.189
H (1.985, 2.336, 0.607)  0.220
H (0.365, 2.431, 1.007)  0.216
H (0.938, 2.412, -0.658)  0.217
H (0.255, 0.670, 3.307)  0.214
H (1.855, 0.726, 2.651)  0.220
H (1.488, -0.740, 3.273)  0.229
H (-0.057, -2.246, 0.632)  0.378
H (-0.686, -1.897, 2.195)  0.380



DFT (the ωB97M-V functional and the def2-TZVPD basis) results for an isolated ion of composition C7H14NS and charge +1 in a non-equilibrium geometry.

Charge: +1
Kohn-Sham gap, eV: 9.8
Energy above the lowest of the compared OMol25 structures with the same formula, charge and spin, kcal/mol: 26.89
Energy, eV: -19802.799
M, g/mol: 144.263
LUMO energy, eV: -3.2
SMILES: C=C1C[C@@H](S)[C@H](C)[N@H+]1C

Last column: natural (NBO) charge in e.
Cartesian coordinates (Å):
C (0.741, 0.040, 2.560)  -0.316
C (0.292, -0.316, 1.360)  0.155
C (0.548, -1.520, 0.598)  -0.517
C (0.751, -1.179, -0.838)  -0.330
S (0.507, -2.527, -2.037)  0.078
C (-0.174, 0.171, -0.914)  -0.053
C (0.332, 1.163, -1.988)  -0.623
N (-0.204, 0.751, 0.454)  -0.397
C (-1.613, 1.076, 0.853)  -0.403
H (0.783, 1.075, 2.785)  0.202
H (1.218, -0.465, 3.287)  0.237
H (1.444, -1.952, 0.979)  0.268
H (-0.315, -2.349, 0.560)  0.253
H (1.814, -0.745, -1.110)  0.237
H (-0.840, -2.381, -1.935)  0.117
H (-1.249, -0.208, -1.243)  0.238
H (0.611, 2.008, -1.420)  0.193
H (-0.277, 1.528, -2.755)  0.251
H (1.149, 0.700, -2.506)  0.243
H (0.363, 1.615, 0.419)  0.449
H (-2.252, 0.192, 0.825)  0.242
H (-1.633, 1.518, 1.885)  0.244
H (-1.994, 1.806, 0.180)  0.230



DFT (the ωB97M-V functional and the def2-TZVPD basis) results for a 5-piece molecular cluster, C34H73INO3 overall in a non-equilibrium geometry.

Charge: -1
Kohn-Sham gap, eV: 6.8
Energy above the lowest of the compared OMol25 structures with the same formula, charge and spin, kcal/mol: 20.56
Energy, eV: -52176.750
M, g/mol: 670.866
LUMO energy, eV: 2.2

Last column: Löwdin charge in e.
Cartesian coordinates (Å):
C (-1.013, -2.342, 5.053)  -0.031
C (-0.323, -2.711, 3.979)  -0.181
C (0.622, -1.814, 3.141)  -0.091
C (-0.135, -0.715, 2.231)  -0.361
C (0.190, 0.683, 2.860)  -0.116
C (-0.749, 1.145, 4.012)  -0.239
O (-0.065, 0.992, 5.289)  -0.113
N (-1.558, -1.078, 2.233)  -0.033
C (-2.386, -0.128, 1.467)  -0.259
C (-3.916, -0.354, 1.911)  -0.665
C (-4.085, -1.408, 3.046)  -0.222
I (-4.637, 1.542, 2.769)  0.726
C (0.535, -0.761, 0.813)  -0.690
O (-0.038, -1.259, -0.175)  -0.052
O (1.689, -0.256, 0.732)  -0.066
H (-0.992, -1.347, 5.522)  0.045
H (-1.705, -3.085, 5.500)  0.051
H (-0.463, -3.750, 3.617)  0.094
H (1.257, -2.473, 2.511)  0.112
H (1.326, -1.289, 3.825)  0.110
H (0.089, 1.433, 2.042)  0.119
H (1.247, 0.733, 3.190)  0.109
H (-0.893, 2.250, 3.875)  0.106
H (-1.766, 0.703, 4.002)  0.076
H (-0.783, 0.967, 5.942)  0.073
H (-1.598, -1.948, 1.693)  0.122
H (-2.168, 0.932, 1.674)  0.060
H (-2.317, -0.407, 0.393)  0.094
H (-4.528, -0.662, 1.042)  0.065
H (-5.189, -1.570, 3.159)  0.061
H (-3.667, -2.405, 2.799)  0.076
H (-3.752, -1.043, 4.040)  0.048
C (-3.093, -2.387, -4.551)  -0.112
C (-4.316, -1.478, -4.498)  -0.273
C (-3.977, 0.003, -4.666)  -0.233
C (-3.076, 0.591, -3.578)  -0.220
C (-3.611, 0.463, -2.153)  -0.268
C (-4.924, 1.208, -1.929)  -0.105
H (-2.398, -2.178, -3.737)  0.073
H (-3.399, -3.432, -4.463)  0.067
H (-2.562, -2.269, -5.499)  0.072
H (-4.855, -1.642, -3.560)  0.100
H (-5.002, -1.769, -5.301)  0.085
H (-4.910, 0.574, -4.717)  0.098
H (-3.486, 0.146, -5.636)  0.103
H (-2.910, 1.650, -3.802)  0.109
H (-2.091, 0.118, -3.626)  0.108
H (-2.861, 0.868, -1.468)  0.102
H (-3.734, -0.590, -1.884)  0.100
H (-4.811, 2.272, -2.152)  0.075
H (-5.234, 1.113, -0.885)  0.050
H (-5.728, 0.807, -2.550)  0.063
C (5.748, 3.792, 7.651)  -0.116
C (4.230, 3.654, 7.627)  -0.273
C (3.740, 2.520, 6.727)  -0.220
C (4.083, 2.671, 5.244)  -0.225
C (3.572, 3.951, 4.585)  -0.260
C (2.052, 4.061, 4.586)  -0.097
H (6.146, 4.040, 6.665)  0.063
H (6.045, 4.590, 8.336)  0.065
H (6.218, 2.866, 7.990)  0.073
H (3.779, 4.603, 7.324)  0.097
H (3.881, 3.461, 8.646)  0.101
H (2.656, 2.423, 6.841)  0.101
H (4.162, 1.574, 7.085)  0.111
H (3.676, 1.808, 4.707)  0.105
H (5.169, 2.619, 5.114)  0.080
H (3.922, 3.968, 3.548)  0.096
H (4.006, 4.832, 5.068)  0.097
H (1.600, 3.210, 4.072)  0.064
H (1.741, 4.972, 4.069)  0.070
H (1.649, 4.104, 5.600)  0.069
C (9.385, 2.597, 1.203)  -0.119
C (7.974, 3.172, 1.144)  -0.272
C (7.185, 2.976, 2.438)  -0.231
C (6.933, 1.519, 2.833)  -0.228
C (6.197, 0.679, 1.788)  -0.261
C (4.791, 1.184, 1.483)  -0.095
H (9.373, 1.515, 1.349)  0.064
H (9.914, 2.797, 0.269)  0.065
H (9.956, 3.050, 2.018)  0.071
H (7.435, 2.736, 0.299)  0.100
H (8.044, 4.246, 0.941)  0.101
H (6.228, 3.499, 2.348)  0.092
H (7.720, 3.469, 3.258)  0.107
H (6.357, 1.510, 3.764)  0.085
H (7.887, 1.035, 3.066)  0.098
H (6.124, -0.347, 2.162)  0.105
H (6.778, 0.626, 0.861)  0.096
H (4.179, 1.205, 2.387)  0.063
H (4.299, 0.526, 0.765)  0.067
H (4.807, 2.188, 1.053)  0.068
C (-5.557, -6.387, -9.809)  -0.116
C (-4.544, -5.268, -10.022)  -0.273
C (-4.036, -4.654, -8.717)  -0.226
C (-5.103, -3.976, -7.857)  -0.224
C (-5.881, -2.854, -8.544)  -0.268
C (-5.003, -1.680, -8.963)  -0.106
H (-6.460, -6.025, -9.313)  0.064
H (-5.857, -6.813, -10.769)  0.067
H (-5.129, -7.190, -9.204)  0.074
H (-4.979, -4.496, -10.663)  0.097
H (-3.687, -5.673, -10.569)  0.103
H (-3.245, -3.935, -8.952)  0.102
H (-3.557, -5.438, -8.120)  0.111
H (-4.618, -3.573, -6.961)  0.091
H (-5.814, -4.728, -7.500)  0.103
H (-6.643, -2.487, -7.850)  0.103
H (-6.421, -3.239, -9.415)  0.096
H (-4.486, -1.253, -8.100)  0.067
H (-5.613, -0.893, -9.412)  0.069
H (-4.255, -1.977, -9.701)  0.066



DFT (the ωB97M-V functional and the def2-TZVPD basis) results for one molecule with the formula C7H12BNO2 in a non-equilibrium geometry.

Charge: 0
Kohn-Sham gap, eV: 8.8
Energy above the lowest of the compared OMol25 structures with the same formula, charge and spin, kcal/mol: 16.01
Energy, eV: -13716.085
M, g/mol: 152.990
LUMO energy, eV: 0.0
SMILES: [H]/N=C1/C=C[C@H](B(O)O)[C@@H](C)C1

Last column: natural (NBO) charge in e.
Cartesian coordinates (Å):
H (3.322, 0.433, 1.453)  0.310
N (3.065, 1.141, 0.653)  -0.599
C (1.850, 0.847, 0.414)  0.262
C (1.129, 1.681, -0.587)  -0.284
C (0.038, 1.221, -1.202)  -0.113
C (-0.746, 0.032, -0.793)  -0.557
B (-2.252, 0.403, -0.065)  1.125
O (-2.831, -0.733, 0.405)  -0.898
O (-2.774, 1.608, 0.059)  -0.894
C (0.067, -0.879, 0.118)  -0.207
C (0.860, -1.994, -0.530)  -0.608
C (1.015, -0.121, 1.110)  -0.489
H (1.609, 2.540, -0.991)  0.224
H (-0.556, 1.568, -2.007)  0.205
H (-1.038, -0.525, -1.744)  0.233
H (-3.508, -0.575, 1.081)  0.485
H (-3.718, 1.741, 0.364)  0.504
H (-0.686, -1.321, 0.749)  0.216
H (1.445, -1.540, -1.447)  0.209
H (0.097, -2.684, -0.932)  0.217
H (1.507, -2.392, 0.276)  0.212
H (1.475, -0.904, 1.649)  0.213
H (0.631, 0.456, 1.966)  0.233



DFT (the ωB97M-V functional and the def2-TZVPD basis) results for a 3-piece molecular cluster, C3H3NO2 overall in a non-equilibrium geometry.

Charge: 0
Kohn-Sham gap, eV: 11.2
Energy above the lowest of the compared OMol25 structures with the same formula, charge and spin, kcal/mol: 57.81
Energy, eV: -8742.624
M, g/mol: 85.062
LUMO energy, eV: 0.1

Last column: natural (NBO) charge in e.
Cartesian coordinates (Å):
C (0.812, 0.739, 1.429)  0.297
O (0.564, -0.322, 0.910)  -0.527
C (-0.520, -2.216, -0.765)  0.507
O (-0.286, -3.099, -0.094)  -0.487
C (-0.797, 0.779, -1.606)  0.057
N (-1.321, 1.591, -2.237)  -0.333
H (-0.325, 0.033, -0.991)  0.240
H (0.298, 1.672, 1.130)  0.124
H (1.573, 0.822, 2.224)  0.123



DFT (the ωB97M-V functional and the def2-TZVPD basis) results for an isolated ion of composition C5H5O2Se and charge -1 in a non-equilibrium geometry.

Charge: -1
Kohn-Sham gap, eV: 6.5
Energy, eV: -74706.073
M, g/mol: 176.053
LUMO energy, eV: 3.3

Last column: natural (NBO) charge in e.
Cartesian coordinates (Å):
C (-1.273, -0.352, 0.529)  -0.639
C (-0.347, -1.403, 0.191)  0.488
C (-1.208, 0.992, 0.290)  0.659
C (0.738, -1.174, -0.783)  -0.559
C (0.912, 1.491, 0.085)  -0.857
O (-0.619, -2.505, 0.647)  -0.652
O (-1.783, 2.042, 0.344)  -0.631
Se (2.163, 0.056, 0.212)  0.157
H (-2.205, -0.724, 0.910)  0.217
H (1.456, -1.967, -0.974)  0.219
H (0.523, -0.484, -1.607)  0.227
H (0.756, 1.956, -0.813)  0.175
H (0.887, 2.071, 0.969)  0.196



DFT (the ωB97M-V functional and the def2-TZVPD basis) results for C48H43AgBN6P as an isolated structure in a non-equilibrium geometry.

Charge: 0
Kohn-Sham gap, eV: 8.4
Energy, eV: -73379.825
M, g/mol: 853.568
LUMO energy, eV: 0.5

Last column: Löwdin charge in e.
Cartesian coordinates (Å):
Ag (-0.185, 0.452, -0.187)  0.626
C (-4.420, 3.971, 1.499)  -0.044
C (-3.372, 2.894, 1.797)  -0.256
C (-3.078, 2.434, 3.122)  0.022
C (-1.921, 1.603, 2.955)  -0.258
N (-1.515, 1.574, 1.648)  0.080
N (-2.449, 2.398, 0.936)  0.035
B (-2.333, 2.785, -0.599)  -0.535
N (-2.862, 1.664, -1.578)  0.018
N (-1.945, 0.732, -1.985)  0.065
C (-2.633, -0.369, -2.334)  -0.265
C (-4.051, -0.137, -2.218)  0.036
C (-4.141, 1.193, -1.809)  -0.259
C (-5.362, 1.990, -1.515)  -0.014
C (-1.971, -1.495, -2.963)  -0.176
C (-0.697, -1.358, -3.565)  -0.068
C (-0.166, -2.313, -4.356)  -0.101
C (-0.939, -3.461, -4.724)  -0.067
C (-2.171, -3.686, -4.052)  -0.088
C (-2.717, -2.674, -3.254)  -0.040
N (-0.996, 3.358, -1.051)  0.025
N (0.254, 2.892, -0.564)  0.093
C (1.139, 3.304, -1.515)  -0.310
C (0.558, 3.948, -2.579)  0.040
C (-0.843, 4.024, -2.230)  -0.266
C (-1.966, 4.612, -2.899)  -0.043
C (2.520, 2.988, -1.457)  -0.208
C (3.276, 3.005, -2.642)  -0.030
C (4.669, 2.805, -2.606)  -0.077
C (5.351, 2.801, -1.380)  -0.109
C (4.636, 2.795, -0.206)  -0.072
C (3.202, 2.793, -0.273)  -0.034
C (-1.325, 0.803, 3.996)  -0.165
C (-0.035, 0.290, 3.961)  -0.052
C (0.582, -0.187, 5.101)  -0.105
C (-0.134, -0.320, 6.277)  -0.094
C (-1.519, -0.031, 6.299)  -0.086
C (-2.110, 0.553, 5.186)  -0.022
H (-4.275, 4.802, 2.242)  0.090
H (-5.483, 3.634, 1.651)  0.089
H (-4.233, 4.385, 0.492)  0.050
H (-3.555, 2.687, 4.056)  0.097
H (-3.174, 3.607, -0.762)  0.080
H (-4.912, -0.708, -2.575)  0.109
H (-5.445, 2.335, -0.469)  0.076
H (-6.146, 1.322, -1.810)  0.069
H (-5.470, 2.871, -2.123)  0.079
H (-0.204, -0.380, -3.459)  0.112
H (0.895, -2.286, -4.610)  0.102
H (-0.550, -4.259, -5.391)  0.103
H (-2.762, -4.564, -4.250)  0.090
H (-3.705, -2.782, -2.796)  0.105
H (0.981, 4.205, -3.525)  0.096
H (-1.642, 5.558, -3.405)  0.103
H (-2.764, 4.859, -2.183)  0.073
H (-2.372, 3.885, -3.641)  0.108
H (2.716, 3.060, -3.626)  0.123
H (5.117, 2.702, -3.596)  0.099
H (6.415, 2.717, -1.358)  0.090
H (5.202, 2.604, 0.741)  0.106
H (2.664, 2.749, 0.659)  0.089
H (0.462, 0.305, 2.984)  0.085
H (1.642, -0.375, 5.030)  0.100
H (0.333, -0.608, 7.235)  0.105
H (-2.169, -0.343, 7.134)  0.106
H (-3.152, 0.885, 5.102)  0.100
C (3.434, -3.809, -2.982)  -0.073
C (2.354, -4.461, -2.323)  -0.072
C (1.558, -3.800, -1.390)  -0.079
C (1.856, -2.467, -1.072)  -0.366
C (2.847, -1.803, -1.779)  -0.108
C (3.671, -2.481, -2.649)  -0.091
P (1.119, -1.632, 0.374)  1.010
C (0.148, -2.774, 1.381)  -0.375
C (-0.979, -3.341, 0.823)  -0.115
C (-1.658, -4.364, 1.521)  -0.090
C (-1.269, -4.743, 2.791)  -0.093
C (-0.136, -4.126, 3.364)  -0.067
C (0.457, -3.022, 2.738)  -0.083
C (2.585, -1.259, 1.307)  -0.389
C (3.353, -2.371, 1.686)  -0.097
C (4.519, -2.193, 2.401)  -0.073
C (4.946, -0.915, 2.755)  -0.066
C (4.204, 0.197, 2.375)  -0.083
C (3.035, 0.037, 1.663)  -0.088
H (4.076, -4.401, -3.625)  0.100
H (2.169, -5.497, -2.540)  0.095
H (0.707, -4.287, -0.914)  0.097
H (2.989, -0.737, -1.617)  0.109
H (4.483, -1.962, -3.183)  0.113
H (-1.365, -2.976, -0.155)  0.112
H (-2.461, -4.940, 0.991)  0.119
H (-1.870, -5.510, 3.322)  0.113
H (0.282, -4.391, 4.377)  0.121
H (1.136, -2.364, 3.282)  0.093
H (2.979, -3.329, 1.306)  0.118
H (5.163, -3.051, 2.530)  0.105
H (5.948, -0.825, 3.167)  0.107
H (4.552, 1.167, 2.590)  0.086
H (2.422, 0.936, 1.500)  0.079



DFT (the ωB97M-V functional and the def2-TZVPD basis) results for a 4-piece molecular cluster, C3H6BrCl6 overall in a non-equilibrium geometry.

Charge: -1
Kohn-Sham gap, eV: 7.5
Energy, eV: -148388.502
M, g/mol: 334.703
LUMO energy, eV: 2.9

Last column: natural (NBO) charge in e.
Cartesian coordinates (Å):
Br (1.190, 1.444, -1.096)  -0.965
C (1.107, -1.868, 0.639)  -0.385
Cl (1.190, -0.987, 2.238)  -0.073
Cl (0.127, -3.286, 0.786)  -0.036
H (0.632, -1.201, -0.081)  0.261
H (2.113, -2.144, 0.324)  0.220
C (0.110, 2.286, 2.525)  -0.424
Cl (-1.419, 1.640, 3.070)  -0.041
Cl (1.378, 2.325, 3.729)  -0.047
H (0.487, 1.713, 1.678)  0.284
H (-0.072, 3.319, 2.229)  0.216
C (-1.371, -0.593, -3.078)  -0.385
Cl (-1.674, -2.281, -3.490)  -0.059
Cl (-0.905, 0.419, -4.482)  -0.039
H (-2.291, -0.161, -2.684)  0.215
H (-0.603, -0.624, -2.306)  0.259